Computed, not measured: a molecular structure, C42H49GeN2O9SSiTm, with ωB97M-V/def2-TZVPD.

Geometry as XYZ:
```
106
Properties=species:S:1:pos:R:3:lowdin_spin:R:1
Tm -0.526 0.731 -0.373 2.008
C -2.921 4.936 0.621 0.000
Si -2.963 3.056 0.901 0.000
C -3.704 2.309 -0.666 0.000
C -4.334 2.778 2.209 0.000
N -1.438 2.350 1.252 -0.002
C -0.665 2.770 2.280 0.000
C -1.054 3.754 3.222 0.000
C -0.209 4.255 4.191 0.000
C 1.102 3.817 4.270 0.000
C 1.512 2.813 3.402 0.000
C 0.637 2.254 2.489 0.000
O 1.044 1.175 1.657 0.000
C 2.194 0.541 2.093 0.000
C 3.291 0.503 1.249 0.000
C 4.479 -0.058 1.691 0.000
C 4.576 -0.566 2.975 0.000
C 3.469 -0.534 3.812 0.000
C 2.275 0.005 3.371 0.000
H -3.857 5.283 0.178 0.000
H -2.110 5.194 -0.065 0.000
H -2.758 5.492 1.546 0.000
H -4.715 2.699 -0.813 0.000
H -3.767 1.220 -0.615 0.000
H -3.128 2.563 -1.554 0.000
H -5.293 3.104 1.797 0.000
H -4.162 3.335 3.134 0.000
H -4.430 1.722 2.473 0.000
H -2.066 4.132 3.159 0.000
H -0.571 5.009 4.881 0.000
H 1.801 4.234 4.983 0.000
H 2.533 2.462 3.451 0.000
H 3.212 0.908 0.249 0.000
H 5.331 -0.084 1.024 0.000
H 5.507 -1.000 3.320 0.000
H 3.529 -0.944 4.812 0.000
H 1.409 0.049 4.019 0.000
O 0.048 -1.969 -0.188 0.000
C 1.332 -2.530 -0.422 0.000
C 2.151 -1.303 -1.042 0.000
O 3.310 -1.505 -1.392 0.000
O 1.477 -0.234 -1.155 -0.002
C 1.925 -3.099 0.862 0.000
C 1.177 -3.148 2.031 0.000
C 1.641 -3.853 3.133 0.000
C 2.871 -4.485 3.094 0.000
C 3.650 -4.392 1.948 0.000
C 3.173 -3.722 0.835 0.000
C 1.249 -3.739 -1.360 0.000
C 2.165 -3.995 -2.376 0.000
C 2.024 -5.111 -3.189 0.000
C 0.975 -5.997 -2.999 0.000
C 0.079 -5.772 -1.965 0.000
C 0.231 -4.666 -1.144 0.000
H -0.615 -2.666 -0.143 0.000
H 0.222 -2.639 2.074 0.000
H 1.035 -3.908 4.030 0.000
H 3.236 -5.030 3.958 0.000
H 4.629 -4.855 1.922 0.000
H 3.764 -3.673 -0.069 0.000
H 2.980 -3.303 -2.530 0.000
H 2.743 -5.281 -3.982 0.000
H 0.858 -6.858 -3.645 0.000
H -0.741 -6.457 -1.788 0.000
H -0.455 -4.544 -0.312 0.000
O 2.028 7.287 -3.059 0.000
C 2.718 6.564 -2.320 0.000
O 3.895 6.690 -1.927 0.000
C 2.010 5.279 -1.791 0.000
C 2.495 4.627 -0.665 0.000
C 1.901 3.452 -0.244 0.000
N 0.875 2.873 -0.872 0.000
C 0.395 3.512 -1.953 0.000
C 0.919 4.703 -2.428 0.000
C -0.738 2.827 -2.690 0.000
O -1.210 3.343 -3.689 0.000
O -1.090 1.678 -2.213 -0.002
H 3.347 5.041 -0.144 0.000
H 2.281 2.941 0.631 0.000
H 0.478 5.178 -3.293 0.000
C 0.440 0.528 -4.464 0.000
S -0.651 -0.569 -3.516 0.000
C 0.321 -2.067 -3.939 0.000
O -1.874 -0.726 -4.338 0.000
H 0.708 0.035 -5.396 0.000
H 1.317 0.749 -3.852 0.000
H -0.123 1.434 -4.672 0.000
H 1.348 -1.925 -3.605 0.000
H 0.269 -2.201 -5.018 0.000
H -0.124 -2.926 -3.440 0.000
C -3.994 -1.539 -2.009 0.000
Ge -3.629 -1.751 -0.080 0.000
C -3.218 -3.713 0.047 0.000
C -5.452 -1.569 0.740 0.000
C -2.273 -0.661 0.804 -0.003
H -4.980 -1.949 -2.240 0.000
H -3.257 -2.069 -2.611 0.000
H -3.970 -0.498 -2.330 0.000
H -4.103 -4.307 -0.190 0.000
H -2.869 -4.011 1.039 0.000
H -2.452 -3.971 -0.689 0.000
H -6.153 -2.264 0.273 0.000
H -5.812 -0.551 0.575 0.000
H -5.436 -1.757 1.815 0.000
H -1.844 -1.324 1.571 0.000
H -2.862 0.069 1.373 0.000
```

## Properties
- E_LUMO (alpha / beta): 3.7484 / 3.7485 eV
- Multiplicity: 3
- ΔE to the lowest compared entry with this formula, charge and spin: 0.0 kJ/mol
- Charge: -2